1.
The molecule C5H8N2 at a distorted geometry. Source: the Open Molecules 2025 dataset; level of theory: ωB97M-V/def2-TZVPD.

XYZ file:
```
15
Properties=species:S:1:pos:R:3:forces:R:3
H 2.97704 1.18083 -0.03794 -0.219 0.251 -0.204
N 2.27453 0.45700 -0.17656 0.443 0.011 0.050
C 1.15926 0.72473 0.34121 0.502 -1.234 0.809
C 0.06208 -0.34312 0.35897 1.892 3.198 -1.432
C 0.46590 -1.71260 -0.13710 -0.335 0.144 0.482
N -0.87807 -0.22136 1.43051 -3.548 -0.637 -2.621
C -1.08004 0.35196 -0.16464 0.063 -2.559 2.764
C -1.84895 0.98964 -0.99819 -0.617 0.257 0.260
H 0.89502 1.63538 0.89412 0.057 0.037 -0.157
H 1.20986 -2.11798 0.54495 0.077 -0.104 -0.049
H -0.40632 -2.36243 -0.15699 -0.017 -0.007 0.018
H 0.89390 -1.63483 -1.13452 0.032 0.079 0.098
H -1.36506 0.50285 1.94710 1.531 0.602 0.061
H -1.47728 1.34144 -1.95001 0.098 -0.303 -0.188
H -2.88185 1.20850 -0.76093 0.043 0.265 0.110
```
Positions in Å, forces in eV/Å.

Properties
SMILES: [H]/N=C/[C@@]1(C)NC1=C
E_tot, Eh: -304.6776
Energy relative to the best compared isomer or geometry (same formula, charge and spin), kcal per mole: 99.1
Highest occupied orbital energy, eV: -9.285
HOMO-LUMO gap, eV: 10.192

Here are the natural (NBO) charges for atoms 1 to 2, given in e: number 1, H, carries 0.343; number 2, N, carries -0.629

2.
A cluster of 2 separate species, C4H11NO in total at a distorted geometry. Source: the Open Molecules 2025 dataset; level of theory: ωB97M-V/def2-TZVPD.

XYZ file:
```
17
Properties=species:S:1:pos:R:3:forces:R:3
C -1.49889 2.09369 -0.26206 1.745 -0.522 0.818
C -0.43632 1.10955 -0.74953 -0.494 0.510 -0.271
N -0.77033 0.39200 -1.87044 0.364 -0.047 0.632
O 0.59047 0.95287 -0.12195 -0.328 0.181 -0.473
H -1.32562 1.90375 0.81315 -1.124 0.427 -0.234
H -2.49193 1.99867 -0.66080 -0.363 -0.351 0.132
H -1.13367 3.09070 -0.43262 0.150 0.535 -0.146
H -0.10452 -0.33295 -2.09044 0.027 0.221 -0.555
H -1.23696 0.91763 -2.58823 -0.141 -0.403 -0.234
C 1.40201 -1.53218 0.95198 -0.624 0.601 0.702
C 0.65641 -2.56584 1.77410 -1.728 0.723 1.073
H 2.39443 -1.45028 1.36082 0.657 0.127 -0.466
H 1.38016 -1.58758 -0.14029 0.137 -0.444 0.320
H 0.88299 -0.60910 1.19593 0.587 0.153 -0.248
H 0.32284 -3.45576 1.23197 0.312 -0.068 0.524
H 1.13557 -2.70950 2.74661 0.614 -0.952 -0.487
H -0.24302 -2.05471 2.23306 0.209 -0.692 -1.088
```
Positions in Å, forces in eV/Å.

Properties
SMILES: CC(N)=O.CC
E_tot, Eh: -288.9811
Energy relative to the best compared isomer or geometry (same formula, charge and spin), kcal per mole: 22.6
Highest occupied orbital energy, eV: -9.994
HOMO-LUMO gap, eV: 10.827

Here are the natural (NBO) charges for atoms 1 to 2, given in e: number 1, C, carries -0.734; number 2, C, carries 0.687

3.
A cluster of 2 separate species, C21H20F2N4O3S in total at a distorted geometry. Source: the Open Molecules 2025 dataset; level of theory: ωB97M-V/def2-TZVPD.

XYZ file:
```
51
Properties=species:S:1:pos:R:3:forces:R:3
C 0.48717 -0.75910 2.95799 0.442 -6.265 -1.405
C -0.28462 0.25432 2.24903 3.344 -2.042 -1.729
C -1.22542 1.00785 2.78833 1.525 1.813 -7.188
C -1.81211 0.99297 3.99579 -2.783 3.196 -1.156
O -1.57938 0.16444 4.75090 1.050 -4.317 5.686
N -2.76718 1.97551 4.09566 0.927 0.944 1.362
C -3.35526 2.25824 5.26987 -1.852 -3.711 3.981
C -2.72397 2.03901 6.63003 -2.420 2.386 -2.610
C -3.35242 2.20595 7.81092 -0.185 1.064 1.746
C -4.78407 2.45435 7.87028 6.758 -1.449 5.421
C -5.26048 2.33602 6.73427 -9.836 0.171 -8.046
C -4.69658 2.08231 5.45788 -2.448 2.670 -1.525
F -5.65839 2.19825 4.25245 2.779 -0.548 3.312
H -6.44368 2.52691 6.72629 2.431 -0.736 -0.596
H -5.31100 2.44700 8.78862 -0.419 0.595 0.566
H -2.69861 2.45683 8.66313 -0.320 -0.648 -0.371
F -1.46268 2.25712 6.57790 3.695 -0.316 0.169
H -3.22613 2.36712 3.32573 -0.439 0.384 -1.397
S -1.78102 2.09950 1.55508 0.123 1.497 -2.309
C -0.56472 1.62621 0.24797 -1.904 -2.792 3.869
N -0.60308 1.94828 -1.03577 3.928 1.007 -2.164
C 0.50176 1.54241 -1.80684 -6.992 0.704 6.438
N 1.24878 0.48569 -1.31909 -1.465 3.866 -3.998
C 1.23924 0.01385 -0.12114 -1.160 -8.760 8.396
O 1.86167 -1.28784 0.28608 -2.311 7.271 -3.279
C 0.08120 0.52223 0.85329 2.681 1.631 -2.634
C 1.87105 -0.05075 -2.43048 9.598 -2.098 3.419
H 2.76048 0.55010 -2.66662 -0.714 0.721 -0.982
H 2.67645 -0.76733 -1.88080 -2.076 0.306 -1.163
C 1.17670 -0.71881 -3.43442 3.674 -4.056 -3.355
O 0.03599 -0.73599 -3.42566 -7.930 0.893 -0.032
N 1.81589 -1.66132 -4.35164 8.099 7.057 11.671
C 3.35108 -1.68037 -4.26274 -3.572 0.208 -5.464
H 3.70118 -0.73327 -4.72849 0.230 -0.422 0.693
C 3.71698 -2.81193 -5.29281 1.199 -3.836 11.970
C 3.48010 -2.59823 -6.53453 -5.926 1.997 -15.962
C 1.86807 -2.02011 -6.69305 9.292 6.879 -0.661
C 1.32067 -1.91375 -5.44569 -9.861 -8.484 -5.375
H 0.23762 -1.68505 -5.47322 0.390 0.210 0.080
H 1.24126 -3.21392 -5.32042 -0.968 1.496 -0.618
H 1.36405 -2.03406 -7.56016 -2.075 -1.250 -2.629
H 2.31559 -0.65442 -6.92259 -1.295 -2.643 0.366
H 4.09889 -1.91941 -7.27410 -0.746 -0.999 2.272
H 3.22650 -3.44760 -7.33420 1.476 0.577 2.317
H 3.35669 -3.87368 -4.92361 0.193 2.169 -0.411
H 4.70670 -2.89125 -5.07049 3.348 -0.609 0.218
H 3.57272 -1.80083 -3.28496 1.326 -0.749 2.760
H 0.24927 1.96933 -2.73301 1.504 -0.489 -1.958
H -0.25237 -1.70321 3.32907 1.765 2.522 -1.093
H 1.36928 -1.35075 2.24427 -2.752 2.161 1.976
H 0.91012 -0.46882 3.86571 0.673 0.821 1.421
```
Positions in Å, forces in eV/Å.

Properties
E_tot, Eh: -1854.2983
Highest occupied orbital energy, eV: -8.057
HOMO-LUMO gap, eV: 6.825

Here are the natural (NBO) charges for atoms 1 to 2, given in e: number 1, C, carries -0.675; number 2, C, carries 0.037

4.
A cluster of 2 separate species, C8HF6I in total at a distorted geometry. Source: the Open Molecules 2025 dataset; level of theory: ωB97M-V/def2-TZVPD.

XYZ file:
```
16
Properties=species:S:1:pos:R:3:forces:R:3
F -5.13783 3.44037 0.37588 0.179 0.088 0.005
C -4.54307 2.32384 -0.07414 -0.796 -0.104 0.093
F -5.04998 2.07741 -1.29053 0.194 0.010 -0.094
F -4.95070 1.32198 0.72560 0.185 -0.009 0.005
C -3.09588 2.44287 -0.08840 1.076 -0.016 0.025
C -1.88950 2.49880 -0.06412 -1.905 -0.003 -0.062
C -0.54206 2.59593 -0.03463 1.697 0.093 0.071
C 0.66508 2.67309 0.00550 -0.114 0.012 0.011
I 2.66119 2.78693 0.08304 -0.515 -0.020 -0.032
C 1.06586 -0.95271 -0.11621 -0.249 0.217 -0.785
C 0.71557 -0.52884 -1.17832 0.142 -0.157 0.420
C 0.29719 0.02150 -2.46179 -0.225 0.337 -0.517
F 0.33997 -0.89016 -3.44176 0.056 -0.145 0.101
F -0.95797 0.49464 -2.41859 0.011 -0.095 0.142
F 1.08294 1.04238 -2.84255 0.110 -0.030 0.117
H 1.37222 -1.34870 0.80779 0.156 -0.178 0.499
```
Positions in Å, forces in eV/Å.

Properties
SMILES: FC(F)(F)C#CC#CI.C#CC(F)(F)F
E_tot, Eh: -1202.1548
Energy relative to the best compared isomer or geometry (same formula, charge and spin), kcal per mole: 49.9
Highest occupied orbital energy, eV: -9.715
HOMO-LUMO gap, eV: 9.697

Here are the natural (NBO) charges for atoms 1 to 2, given in e: number 1, F, carries -0.307; number 2, C, carries 0.942

5.
A structure of composition C6H7NS at a distorted geometry. Source: the Open Molecules 2025 dataset; level of theory: ωB97M-V/def2-TZVPD.

XYZ file:
```
15
Properties=species:S:1:pos:R:3:forces:R:3
C 0.41352 -1.05393 2.14562 -1.438 -6.524 6.970
C 0.82991 -0.61438 0.92492 0.969 -4.406 -4.439
C -0.09976 0.82366 -0.55082 3.732 -2.022 2.782
C -0.86499 1.07936 -1.58155 -0.872 1.913 -3.436
C -1.33133 -1.01007 -0.77887 1.293 -0.071 -0.507
C -0.23149 -0.55178 -0.13562 -1.516 1.975 0.242
H -0.35906 -0.52411 2.69047 -0.168 0.250 -0.169
H 1.13923 -1.54112 2.98144 -0.728 2.072 -1.914
H 0.03078 -2.13643 1.87112 -0.248 1.871 0.708
H 1.56282 -1.38200 0.57289 -0.062 0.544 0.008
H -0.71980 1.96473 -2.32034 -1.050 -1.963 1.337
H -2.26375 -0.33109 -2.50029 -0.179 0.433 -0.172
H -1.78511 -1.94950 -0.70520 -0.826 -1.059 -0.215
N -1.64945 -0.08717 -1.75009 0.003 0.592 0.432
S 1.35287 0.90453 0.59490 1.092 6.394 -1.628
```
Positions in Å, forces in eV/Å.

Properties
E_tot, Eh: -685.6319
Energy relative to the best compared isomer or geometry (same formula, charge and spin), kcal per mole: 86.6
Highest occupied orbital energy, eV: -7.996
HOMO-LUMO gap, eV: 8.948

Here are the natural (NBO) charges for atoms 1 to 2, given in e: number 1, C, carries -0.587; number 2, C, carries -0.478

6.
A structure of composition C39H42BCrN14OSi2 at a distorted geometry. Source: the Open Molecules 2025 dataset; level of theory: ωB97M-V/def2-TZVPD.

XYZ file:
```
100
Properties=species:S:1:pos:R:3:forces:R:3
Cr -1.34917 1.03789 -1.02910 1.557 -0.494 -0.404
C 2.46830 -0.43651 0.60391 0.017 0.163 0.065
C 1.07761 -0.49260 0.52043 0.228 0.012 -0.117
N 0.62407 0.50790 -0.22266 -0.684 -0.221 -0.357
N 1.68298 1.21841 -0.62144 0.555 0.230 0.190
C 2.80814 0.66341 -0.15135 -0.174 -0.106 0.220
B 1.58688 2.37563 -1.62490 -0.459 -0.533 -0.292
N 1.15317 1.77506 -2.96434 -0.090 0.335 0.028
C 1.90366 1.32904 -4.01953 -0.123 -0.208 -0.313
C 1.61817 0.19312 -4.69298 -0.047 -0.010 -0.141
C 0.75725 -0.84416 -4.07899 -0.338 -0.083 -0.162
N -0.07448 1.10545 -2.86339 -0.450 0.197 0.379
N 0.47169 3.33785 -1.14743 0.414 0.502 0.064
C 0.57157 4.67402 -1.07408 -0.261 -0.145 0.083
C -0.63464 5.18131 -0.63744 -0.058 -0.029 0.016
C -1.43867 4.05881 -0.45623 0.137 0.017 -0.057
N -0.75595 2.95871 -0.76555 -0.536 0.214 0.046
H 3.13094 -1.08058 1.13978 0.081 -0.169 0.101
H 0.38785 -1.19876 0.94991 -0.043 -0.081 0.079
H 3.76748 1.07354 -0.39026 0.194 0.156 -0.024
H 2.61654 2.95286 -1.71107 0.348 0.187 -0.036
H 2.70360 1.98858 -4.32645 0.111 0.021 0.042
H 2.16390 -0.07675 -5.58144 0.132 0.083 -0.083
H 0.42874 -1.69627 -4.66202 -0.057 -0.033 0.110
H 1.48043 5.17863 -1.32990 0.239 0.001 -0.074
H -0.89404 6.20989 -0.48951 -0.049 0.151 0.076
H -2.46407 3.99690 -0.14291 -0.136 -0.097 0.077
C -3.53925 -0.98071 1.37863 0.536 0.562 -0.530
Si -3.17309 0.77205 0.57842 -1.968 -0.015 1.081
C -3.46212 1.92771 2.13138 0.560 -0.335 -0.599
C -4.84234 1.17558 -0.35017 0.761 -0.161 -0.019
C -6.07511 1.15250 0.28968 -0.155 -0.100 0.251
C -7.24294 1.52086 -0.35434 -0.101 0.014 0.142
C -7.19351 1.93849 -1.67262 -0.104 0.036 -0.170
C -5.97570 1.95756 -2.32719 -0.214 0.123 -0.227
C -4.80317 1.57709 -1.69055 0.668 0.071 -0.104
Si -3.12642 1.53879 -2.61117 -1.530 0.298 -0.923
C -3.01423 3.18457 -3.65044 0.244 -0.490 0.660
C -3.49536 0.27618 -4.05063 0.443 0.214 0.656
H -4.57599 -1.07433 1.69174 -0.173 0.152 0.018
H -2.91198 -1.15660 2.25009 0.138 -0.015 0.156
H -3.33804 -1.77837 0.66746 0.008 -0.193 -0.125
H -4.34234 1.62979 2.69681 -0.195 -0.173 -0.083
H -3.60751 2.95864 1.82022 -0.024 0.209 -0.081
H -2.61403 1.91240 2.80660 0.153 0.020 0.123
H -6.12656 0.84527 1.32430 -0.052 -0.060 0.200
H -8.18899 1.49771 0.17154 -0.035 -0.015 0.048
H -8.09763 2.24417 -2.18494 -0.024 0.003 -0.019
H -5.93693 2.28176 -3.35889 -0.046 0.038 -0.160
H -3.96284 3.42459 -4.11968 -0.267 -0.094 -0.089
H -2.27346 3.10581 -4.44375 0.173 -0.048 -0.139
H -2.73692 4.03141 -3.02973 0.082 0.181 0.124
H -4.37454 0.57208 -4.61887 -0.128 0.207 -0.004
H -3.68246 -0.71489 -3.64719 -0.005 -0.183 0.089
H -2.66554 0.19421 -4.75082 0.191 -0.030 -0.150
C 1.37931 -3.53575 -2.56739 0.428 -0.628 -0.018
N 0.80068 -2.29184 -2.10415 -2.162 0.126 0.031
C -0.54053 -2.14669 -1.84257 0.876 1.454 -0.426
N -1.02777 -0.96703 -2.16608 -0.025 -1.128 0.419
C 0.02621 -0.33547 -2.88738 0.529 -0.726 -0.765
N 1.26638 -1.09518 -2.68630 1.008 0.650 0.284
C 2.30207 -4.26770 -1.62067 0.032 -0.139 0.119
C 2.78963 -5.50274 -2.05725 -0.225 0.090 -0.399
C 3.70595 -6.19905 -1.27783 0.148 -0.007 0.166
C 4.12890 -5.69170 -0.07234 0.125 -0.310 -0.178
C 3.61288 -4.47227 0.40238 0.171 0.368 0.737
C 2.68738 -3.77306 -0.39741 -0.323 0.189 -0.191
C 4.04700 -3.96619 1.65968 -0.290 -0.322 -0.729
N 5.06223 -4.39260 2.38242 0.397 -0.485 -0.090
N 5.14265 -3.63648 3.46874 0.042 0.241 0.408
C 4.16707 -2.75132 3.42308 0.219 0.012 0.152
O 3.41707 -2.91041 2.27856 -0.228 0.105 0.033
C 3.85455 -1.75294 4.38398 -0.170 -0.055 -0.135
C 4.74334 -1.49573 5.44732 0.029 -0.030 -0.072
C 4.46113 -0.51230 6.36054 0.046 -0.051 0.080
C 3.27660 0.21519 6.27875 -0.319 0.060 -0.064
C 2.35650 -0.07214 5.27316 0.094 0.148 0.278
C 1.00728 0.61024 5.27243 0.333 -0.143 0.414
N 0.70265 1.27632 4.03324 -0.463 0.027 -0.603
C -0.13657 0.89022 3.06017 0.130 0.416 0.000
N -0.12819 1.76241 2.07675 -0.448 -0.058 0.024
C 0.75999 2.68308 2.49317 -0.074 -0.340 0.221
N 1.28103 2.42792 3.67179 0.614 0.384 0.473
C 2.64814 -1.03008 4.32431 0.172 -0.096 -0.042
H 1.94528 -3.30935 -3.48017 -0.222 0.026 0.073
H 0.56024 -4.21054 -2.84825 0.138 0.119 -0.028
H -1.08884 -2.91731 -1.33407 -0.154 -0.214 0.108
H -0.62311 1.34693 -3.69898 0.202 -0.063 0.217
H 2.45763 -5.90650 -3.00467 0.002 -0.045 -0.116
H 4.08976 -7.14723 -1.63124 0.037 -0.058 0.022
H 4.84731 -6.21699 0.53561 0.079 -0.088 0.063
H 2.30313 -2.82730 -0.05927 -0.063 0.144 0.012
H 5.64691 -2.08056 5.50965 0.126 -0.033 0.008
H 5.15743 -0.30526 7.16282 0.058 0.008 0.011
H 3.06681 0.99145 6.99773 -0.079 0.116 0.119
H 0.96798 1.34822 6.07849 -0.071 -0.089 -0.115
H 0.22398 -0.13785 5.43858 0.030 0.192 -0.037
H -0.73486 0.00468 3.10046 -0.157 -0.328 0.122
H 1.02522 3.54243 1.91372 0.095 0.309 -0.103
H 1.94864 -1.24722 3.53157 -0.133 -0.024 -0.129
```
Positions in Å, forces in eV/Å.

Properties
Total charge: -1
E_tot, Eh: -4001.5215
Multiplicity: 5
Highest occupied orbital energy (spin up / spin down), eV: -1.498 / -4.870
HOMO-LUMO gap (spin up / spin down), eV: 3.541 / 6.938

Here are the Löwdin charges for atoms 1 to 2, given in e: number 1, Cr, carries 0.430; number 2, C, carries -0.041